No. 1
The following is a DFT calculation (ωB97M-V/def2-TZVPD) of 4 unconnected molecules or ions with the total composition CH10O3S in a non-equilibrium geometry.

Values from the calculation:
max |F|: 0.024 hartree/bohr
LUMO: 0.657 eV
Kohn-Sham gap: 9.78 eV
energy above the lowest of the compared OMol25 structures with the same formula, charge and spin: 23.3 kJ/mol
HOMO energy: -9.1258 eV
multiplicity: 1
structure (SMILES): CS.O.O.O

Each line ends with the Löwdin charge.
Positions of all 15 atoms, in Å:
C  -1.42928  1.88194  -1.73310  -0.460
S  0.14614  1.44912  -0.90287  0.625
H  -1.83744  2.72063  -1.19404  0.018
H  -2.06077  1.02912  -1.61341  0.013
H  -1.23608  2.17505  -2.74771  0.020
H  -0.51728  1.38621  0.25686  -0.148
O  -1.50292  -2.14134  1.06942  -0.054
H  -1.33744  -2.91747  1.60876  0.045
H  -0.93292  -1.42610  1.38907  0.015
O  1.13051  -0.32360  2.22826  -0.077
H  1.47637  0.55729  2.05633  0.030
H  1.30849  -0.80418  1.40436  -0.020
O  1.34845  -1.67485  -0.24487  -0.071
H  1.57052  -1.47929  -1.15209  0.042
H  0.50201  -2.11013  -0.13682  0.022

Forces on atoms 1 to 3 (eV/Å):
0.8 0.2 0.7
-0.4 0.2 -0.1
-0.3 0.3 0.0

***

No. 2
The following is a DFT calculation (ωB97M-V/def2-TZVPD) of a molecular structure, C72H60FGeN2P3RhS2 in a non-equilibrium geometry.

Values from the calculation:
max |F|: 0.055 hartree/bohr
net charge: +3
LUMO (spin up / spin down): -9.907 / -9.906 eV
Kohn-Sham gap (spin up / spin down): 3.70 / 3.70 eV
energy above the lowest of the compared OMol25 structures with the same formula, charge and spin: 310.2 kJ/mol
HOMO energy (spin up / spin down): -13.6077 / -13.6078 eV
multiplicity: 1

Each line ends with the Löwdin charge.
Positions of all 142 atoms, in Å:
Rh  -0.02574  0.01444  -0.25749  0.326
F  3.17362  -1.37838  -3.27135  -0.232
Ge  1.75748  -0.62360  -2.59556  0.879
C  2.45415  -0.39785  -0.73575  -0.329
C  3.24363  0.77467  -0.64181  -0.124
C  3.99357  1.06837  0.47238  -0.052
C  4.00530  0.17497  1.54056  -0.044
C  3.29424  -1.01452  1.45239  -0.100
C  2.50976  -1.32175  0.33241  -0.406
P  1.98146  -3.06946  0.16812  1.114
C  1.38653  -3.58345  1.79011  -0.376
C  0.79431  -2.68325  2.67769  -0.117
C  0.24044  -3.13398  3.87150  -0.077
C  0.24931  -4.48551  4.17710  -0.065
C  0.83179  -5.38721  3.29653  -0.053
C  1.39080  -4.94336  2.10840  -0.104
C  3.58578  -3.86730  -0.12672  -0.355
C  4.11916  -3.74886  -1.40913  -0.097
C  5.41021  -4.18848  -1.66943  -0.057
C  6.16536  -4.76156  -0.65731  -0.058
C  5.63569  -4.89367  0.61854  -0.058
C  4.34627  -4.45549  0.88862  -0.086
C  0.33519  -1.51202  -3.59129  -0.295
C  0.66969  -1.70473  -4.93075  -0.086
C  -0.32276  -1.92296  -5.87750  -0.026
C  -1.65626  -1.92244  -5.49667  -0.031
C  -1.99921  -1.78991  -4.15838  -0.049
C  -1.00501  -1.60924  -3.19800  -0.376
P  -1.35022  -1.70123  -1.42943  1.031
C  -0.93848  -3.44905  -1.10107  -0.402
C  -0.03665  -4.18076  -1.86549  -0.136
C  0.09509  -5.54438  -1.66779  -0.051
C  -0.65790  -6.18830  -0.69110  -0.044
C  -1.51783  -5.45558  0.11183  -0.058
C  -1.64764  -4.09078  -0.08192  -0.111
C  -3.17807  -1.76017  -1.30785  -0.362
C  -3.82952  -2.92015  -1.75009  -0.094
C  -5.21219  -3.00123  -1.73071  -0.033
C  -5.97460  -1.93031  -1.27961  -0.040
C  -5.34503  -0.76972  -0.86329  -0.061
C  -3.95785  -0.68408  -0.88136  -0.161
C  1.57278  1.06822  -3.50888  -0.277
C  2.08934  1.17539  -4.79881  -0.066
C  1.71747  2.23063  -5.61863  -0.018
C  0.80716  3.17948  -5.16671  -0.027
C  0.30411  3.10021  -3.87946  -0.055
C  0.69203  2.04548  -3.04994  -0.374
P  0.26453  2.14664  -1.30666  1.075
C  1.47116  3.36813  -0.71121  -0.352
C  2.54402  3.73965  -1.52855  -0.080
C  3.45980  4.68493  -1.09549  -0.033
C  3.32461  5.26883  0.15615  -0.027
C  2.25585  4.91920  0.97226  -0.037
C  1.33708  3.97367  0.54306  -0.146
C  -1.32840  2.99833  -1.26646  -0.347
C  -1.44968  4.36674  -1.01668  -0.067
C  -2.70507  4.96399  -1.05080  -0.045
C  -3.83463  4.20490  -1.32128  -0.055
C  -3.71643  2.84300  -1.58462  -0.050
C  -2.46715  2.24745  -1.56284  -0.111
H  3.28999  1.44508  -1.48874  0.086
H  4.57770  1.98031  0.50489  0.126
H  4.59067  0.39024  2.42797  0.128
H  3.36617  -1.73558  2.25700  0.121
H  0.77941  -1.62224  2.44536  0.047
H  -0.19545  -2.42542  4.56683  0.101
H  -0.19428  -4.83835  5.09914  0.114
H  0.84092  -6.44374  3.53215  0.119
H  1.83873  -5.65721  1.42651  0.113
H  3.53106  -3.31001  -2.20571  0.077
H  5.82195  -4.08874  -2.66574  0.115
H  7.16860  -5.11192  -0.86393  0.116
H  6.22971  -5.33300  1.41045  0.115
H  3.94898  -4.55359  1.89043  0.099
H  1.70849  -1.68328  -5.23752  0.108
H  -0.05305  -2.06211  -6.91672  0.124
H  -2.43481  -2.04180  -6.23934  0.122
H  -3.04082  -1.83686  -3.87345  0.104
H  0.52816  -3.71397  -2.65740  0.091
H  0.77344  -6.10755  -2.29634  0.121
H  -0.57330  -7.25987  -0.55910  0.121
H  -2.09730  -5.94755  0.88286  0.120
H  -2.33170  -3.53047  0.54520  0.113
H  -3.26249  -3.76039  -2.12676  0.122
H  -5.69503  -3.90844  -2.06985  0.124
H  -7.05510  -2.00049  -1.26481  0.122
H  -5.93292  0.07495  -0.52146  0.112
H  -3.49686  0.23207  -0.56689  0.000
H  2.79059  0.43353  -5.16221  0.115
H  2.12653  2.30500  -6.61831  0.126
H  0.50249  3.99218  -5.81258  0.124
H  -0.37500  3.86347  -3.52137  0.115
H  2.66567  3.30770  -2.51357  0.108
H  4.27833  4.96879  -1.74467  0.125
H  4.04187  6.00968  0.48765  0.125
H  2.13407  5.38706  1.93886  0.101
H  0.49719  3.72952  1.17445  0.059
H  -0.57299  4.96994  -0.82184  0.109
H  -2.79459  6.02857  -0.87324  0.121
H  -4.81091  4.67573  -1.34085  0.123
H  -4.59614  2.25390  -1.81595  0.117
H  -2.35615  1.20371  -1.81536  0.071
S  -1.84803  -0.01389  1.29990  0.814
C  -1.67347  1.12661  2.54147  -0.568
N  -2.69204  1.57486  3.20141  -0.027
C  -2.50194  2.59269  4.26104  -0.059
C  -1.20236  2.36383  4.96883  -0.065
N  -0.10073  2.24570  3.99533  -0.073
C  1.17517  2.86165  4.39824  -0.076
C  1.04645  4.36989  4.49295  -0.227
C  1.89335  5.05487  5.35608  -0.023
C  1.84427  6.44049  5.43077  -0.042
C  0.93919  7.15032  4.65291  -0.052
C  0.08438  6.47064  3.79680  -0.061
C  0.14376  5.08408  3.71164  -0.081
C  -0.28576  1.58681  2.87839  -0.594
S  0.93490  1.16859  1.81570  0.886
C  -4.09924  1.17766  2.88476  -0.075
C  -5.03956  2.34194  3.00829  -0.252
C  -6.02882  2.35531  3.98094  -0.030
C  -6.87518  3.45256  4.09697  -0.043
C  -6.72949  4.53434  3.24184  -0.047
C  -5.74209  4.51961  2.26078  -0.055
C  -4.89947  3.42583  2.14536  -0.049
H  -3.33095  2.51717  4.95985  0.151
H  -2.54093  3.58230  3.80677  0.140
H  -1.23575  1.45540  5.57544  0.155
H  -0.99249  3.20603  5.62306  0.150
H  1.93476  2.58761  3.67045  0.098
H  1.46997  2.44339  5.36147  0.150
H  2.59430  4.50594  5.97671  0.126
H  2.51244  6.96509  6.10191  0.121
H  0.89703  8.22997  4.71770  0.119
H  -0.62541  7.02002  3.19003  0.114
H  -0.52394  4.56688  3.02801  0.097
H  -4.37944  0.37271  3.56532  0.151
H  -4.10478  0.77856  1.87369  0.080
H  -6.15398  1.50634  4.64486  0.124
H  -7.64779  3.46001  4.85430  0.120
H  -7.38558  5.38956  3.33659  0.120
H  -5.63778  5.36126  1.58702  0.110
H  -4.13473  3.40680  1.37226  0.100

Forces on atoms 1 to 3 (eV/Å):
0.9 0.9 2.5
0.3 0.0 -0.3
0.3 -0.8 -0.2

***

No. 3
The following is a DFT calculation (ωB97M-V/def2-TZVPD) of a molecular structure, C48H56N4O6PSZn in a non-equilibrium geometry.

Values from the calculation:
max |F|: 0.057 hartree/bohr
net charge: -1
LUMO: 2.103 eV
Kohn-Sham gap: 6.72 eV
energy above the lowest of the compared OMol25 structures with the same formula, charge and spin: 109.2 kJ/mol
HOMO energy: -4.6185 eV
multiplicity: 1

Each line ends with the Löwdin charge.
Positions of all 117 atoms, in Å:
Zn  1.40804  0.29374  -3.28013  0.747
O  -3.05223  3.31842  -3.43250  0.047
C  -2.16962  4.10946  -4.03378  -0.297
C  -2.61076  5.33905  -4.48285  -0.038
C  -1.77712  6.11489  -5.22269  -0.111
C  -0.42934  5.80267  -5.36926  -0.116
C  0.04585  4.64336  -4.84205  -0.036
C  -0.84149  3.74178  -4.26505  -0.070
C  -0.31148  2.40894  -3.83425  -0.466
O  0.75832  2.01613  -4.29966  -0.026
N  -1.12555  1.67700  -3.05561  0.022
N  -0.67930  0.38781  -2.88417  -0.034
C  -1.41746  -0.42231  -2.27415  -0.099
C  -1.06191  -1.80417  -2.00699  -0.142
C  -1.95309  -2.51399  -1.22131  -0.085
C  -1.67117  -3.78321  -0.70675  -0.133
C  -0.40525  -4.35094  -0.97869  -0.099
C  0.54726  -3.66934  -1.79108  -0.016
C  0.22282  -2.39150  -2.31731  -0.326
O  1.12107  -1.73756  -3.03675  -0.171
H  -2.60828  2.44855  -3.25392  0.061
H  -3.65205  5.58640  -4.40574  0.109
H  -2.18036  7.04497  -5.60408  0.096
H  0.16410  6.50065  -5.95190  0.095
H  1.10210  4.38150  -5.03488  0.130
H  -2.41305  -0.15454  -1.98508  0.109
H  -2.91277  -2.00123  -1.06357  0.094
H  -2.35027  -4.39955  -0.09450  0.083
H  -0.17780  -5.30587  -0.45795  0.094
H  1.51793  -3.99923  -2.01950  0.075
C  6.63233  -5.61811  -3.32296  -0.057
C  5.98913  -4.27608  -3.65679  -0.272
C  4.61283  -4.10590  -3.61364  -0.025
C  4.10040  -2.81112  -3.79942  -0.011
C  4.94174  -1.72601  -4.05923  -0.284
C  6.28418  -1.89980  -4.18123  -0.073
C  6.81162  -3.17708  -3.95859  -0.040
S  4.31542  -0.12828  -4.43815  0.573
O  3.39520  -0.31068  -5.48221  -0.283
O  5.46593  0.71821  -4.66823  -0.312
N  3.41673  0.37357  -3.18986  -0.152
C  3.99888  0.86968  -2.03447  -0.233
C  5.33288  0.82954  -1.72610  -0.025
C  5.81276  1.50321  -0.59312  -0.093
C  4.99711  2.15278  0.26699  -0.057
C  3.55639  2.13626  0.05270  -0.143
C  2.59373  2.86048  0.80713  -0.024
C  1.26796  2.75118  0.49343  -0.052
C  0.88575  1.92618  -0.60730  -0.091
N  1.79469  1.27281  -1.28968  0.106
C  3.10284  1.44155  -1.07201  -0.167
H  5.95433  -6.44169  -3.28263  0.055
H  7.06076  -5.55084  -2.31250  0.084
H  7.37496  -5.89525  -4.06727  0.071
H  4.02212  -4.97450  -3.50310  0.095
H  3.03691  -2.60027  -3.65004  0.090
H  6.93116  -1.13628  -4.58935  0.111
H  7.88511  -3.35000  -4.04163  0.107
H  6.04126  0.45127  -2.39171  0.075
H  6.85753  1.41440  -0.43541  0.093
H  5.34444  2.72271  1.15784  0.109
H  2.88422  3.45457  1.67327  0.113
H  0.47693  3.35950  1.03861  0.120
H  -0.11757  1.73877  -0.79917  0.075
O  -2.32785  0.13548  0.49813  -0.315
P  -2.38208  -0.10318  1.96939  0.811
C  -2.86317  -1.81008  2.40033  -0.329
C  -4.05821  -2.28773  1.57820  -0.198
C  -5.43637  -2.10329  2.16591  -0.204
C  -5.44983  -2.81787  3.47964  -0.200
C  -4.38478  -2.21336  4.44691  -0.184
C  -2.98738  -2.29431  3.85293  -0.186
C  -0.69109  0.17426  2.53284  -0.306
C  0.30001  -0.88798  1.84134  -0.161
C  0.68960  -1.96508  2.82247  -0.189
C  1.66377  -1.35423  3.85229  -0.171
C  1.16793  0.07335  4.25019  -0.192
C  -0.31874  0.29627  4.03876  -0.212
C  -3.61685  1.12068  2.73572  -0.319
C  -3.50359  2.45445  2.04182  -0.222
C  -2.48731  3.37591  2.66848  -0.174
C  -2.95661  3.72984  4.09626  -0.192
C  -3.95109  2.68750  4.62793  -0.224
C  -3.50972  1.29379  4.24511  -0.194
H  -1.99940  -2.39319  1.99384  0.110
H  -3.87996  -3.30711  1.35295  0.101
H  -4.10325  -1.72152  0.67533  0.084
H  -6.19278  -2.42009  1.48169  0.103
H  -5.79926  -1.06385  2.28355  0.114
H  -5.28279  -3.89323  3.39656  0.111
H  -6.42623  -2.81220  3.98942  0.106
H  -4.38835  -2.67877  5.42618  0.106
H  -4.60724  -1.16458  4.62443  0.075
H  -2.65088  -3.33195  3.85007  0.116
H  -2.29376  -1.70965  4.52746  0.106
H  -0.37137  1.10428  2.05893  0.085
H  1.13980  -0.37845  1.47331  0.093
H  -0.24052  -1.28103  0.99669  0.088
H  1.15334  -2.77939  2.24591  0.117
H  -0.22446  -2.43344  3.22681  0.099
H  2.66849  -1.20576  3.42275  0.111
H  1.84637  -1.97973  4.70504  0.088
H  1.66576  0.79102  3.54914  0.112
H  1.50653  0.40235  5.26276  0.115
H  -0.63600  1.31178  4.43467  0.109
H  -0.83596  -0.42127  4.64759  0.079
H  -4.57379  0.69585  2.48223  0.097
H  -4.56382  2.84542  2.00056  0.138
H  -3.26097  2.26017  1.01775  0.092
H  -2.18595  4.19936  2.02610  0.110
H  -1.58490  2.71910  2.82368  0.097
H  -3.43654  4.75733  4.22159  0.124
H  -2.10316  3.63998  4.82298  0.112
H  -4.98687  2.90787  4.28400  0.120
H  -3.99522  2.81227  5.68785  0.094
H  -3.95841  0.51341  4.87821  0.100
H  -2.44284  1.25396  4.46727  0.068

Forces on atoms 1 to 3 (eV/Å):
-0.5 -0.4 0.2
-0.8 -0.1 0.0
0.2 -0.3 0.1

***

No. 4
The following is a DFT calculation (ωB97M-V/def2-TZVPD) of 3 unconnected molecules or ions with the total composition CHO3PS2 in a non-equilibrium geometry.

Values from the calculation:
max |F|: 0.145 hartree/bohr
net charge: -2
LUMO (spin up / spin down): 4.589 / 2.982 eV
Kohn-Sham gap (spin up / spin down): 3.38 / 4.34 eV
energy above the lowest of the compared OMol25 structures with the same formula, charge and spin: 0.0 kJ/mol
HOMO energy (spin up / spin down): 1.2092 / -1.3535 eV
multiplicity: 3
expectation value of S²: 2.018

Each line ends with the Löwdin spin population.
Positions of all 8 atoms, in Å:
C  2.51588  -2.05089  0.96010  0.000
O  -4.94133  5.62947  -1.87212  0.706
O  -3.58887  5.35990  -3.93315  0.710
O  3.30546  -2.48878  0.21394  0.000
P  -4.44210  4.66551  -2.91012  0.584
S  2.66932  -5.16791  3.42063  0.000
S  1.49543  -1.32158  1.86875  0.001
H  2.98622  -4.62572  2.25195  0.000

Forces on atoms 1 to 3 (eV/Å):
1.5 -0.3 -1.5
-0.7 4.0 2.2
2.2 3.4 -2.2